{"formula": "C3H6ClF", "method": "ωB97M-V/def2-TZVPD", "smiles": "C=C(C)Cl.F", "homo_energy_ev": -9.8, "spin_multiplicity": 1, "lumo_ev": 0.89, "e_above_lowest_kcal_mol": 26.4, "elements": ["C", "C", "C", "H", "H", "H", "H", "H", "H", "F", "Cl"], "positions_angstrom": [[1.139, 1.419, -0.895], [0.086, 0.391, -0.620], [-0.390, -0.498, -1.481], [-0.316, -1.627, 0.032], [1.480, 1.340, -1.932], [1.999, 1.280, -0.230], [0.749, 2.427, -0.725], [-0.001, -0.516, -2.498], [-1.158, -1.213, -1.204], [0.137, -1.873, 0.800], [-0.529, 0.429, 1.019]], "lowdin_charge": [-0.1149, -0.7450, -0.0407, -0.0417, 0.0807, 0.0859, 0.0806, 0.0843, 0.0715, -0.1858, 0.7251]}

{"formula": "C4H7NOSi", "method": "ωB97M-V/def2-TZVPD", "smiles": "C[SiH2]c1ncco1", "homo_energy_ev": -9.1, "spin_multiplicity": 1, "lumo_ev": 0.93, "e_above_lowest_kcal_mol": 64.1, "elements": ["C", "C", "C", "C", "N", "O", "Si", "H", "H", "H", "H", "H", "H", "H"], "positions_angstrom": [[-0.013, -1.066, 2.926], [0.703, -2.120, 2.404], [0.055, -0.852, 0.815], [-0.206, 1.575, -1.386], [-0.400, -0.249, 1.877], [0.814, -2.032, 1.094], [0.008, -0.307, -1.226], [0.049, -0.688, 3.927], [1.098, -2.993, 2.982], [0.687, 2.017, -0.882], [-0.405, 2.030, -2.398], [-1.190, 1.666, -0.709], [-1.225, -1.094, -1.929], [1.406, -0.704, -1.932]], "lowdin_charge": [-0.1408, -0.1726, -0.3631, -0.3150, 0.0572, -0.0273, 0.6802, 0.0954, 0.1361, 0.0221, 0.0305, 0.0628, -0.0331, -0.0323]}

{"formula": "C49H72N4O17", "method": "ωB97M-V/def2-TZVPD", "homo_energy_ev": -8.0, "spin_multiplicity": 1, "lumo_ev": 0.31, "elements": ["O", "C", "O", "C", "C", "C", "H", "H", "H", "H", "H", "H", "O", "C", "O", "C", "C", "C", "H", "H", "H", "H", "H", "H", "O", "C", "O", "C", "C", "C", "H", "H", "H", "H", "H", "H", "O", "C", "O", "C", "C", "C", "H", "H", "H", "H", "H", "H", "O", "C", "O", "C", "C", "C", "H", "H", "H", "H", "H", "H", "O", "C", "O", "C", "C", "C", "H", "H", "H", "H", "H", "H", "O", "C", "O", "C", "C", "C", "H", "H", "H", "H", "H", "H", "O", "C", "O", "C", "C", "C", "H", "H", "H", "H", "H", "H", "C", "O", "H", "H", "H", "H", "N", "C", "C", "C", "C", "H", "H", "H", "H", "H", "N", "C", "C", "C", "C", "H", "H", "H", "H", "H", "N", "C", "C", "C", "C", "H", "H", "H", "H", "H", "N", "C", "C", "C", "C", "H", "H", "H", "H", "H"], "positions_angstrom": [[-9.095, -8.068, -27.262], [-10.211, -7.928, -26.966], [-11.238, -8.550, -27.656], [-12.498, -8.160, -27.159], [-12.258, -7.546, -25.758], [-10.757, -7.258, -25.743], [-13.152, -9.022, -27.060], [-12.984, -7.458, -27.844], [-12.472, -8.342, -25.049], [-12.845, -6.658, -25.594], [-10.254, -7.642, -24.861], [-10.537, -6.189, -25.789], [-16.230, -2.332, -25.896], [-16.662, -3.303, -25.481], [-16.709, -4.408, -26.230], [-17.309, -5.496, -25.523], [-17.448, -5.066, -24.035], [-17.252, -3.550, -24.100], [-16.606, -6.321, -25.609], [-18.277, -5.807, -25.911], [-16.708, -5.542, -23.405], [-18.464, -5.212, -23.669], [-16.487, -3.219, -23.395], [-18.147, -2.950, -23.977], [-13.301, -4.942, -17.794], [-14.176, -5.555, -17.231], [-14.344, -5.466, -15.895], [-15.411, -6.301, -15.488], [-16.166, -6.680, -16.776], [-15.090, -6.624, -17.799], [-16.084, -5.855, -14.761], [-14.969, -7.189, -15.022], [-16.980, -5.973, -16.967], [-16.683, -7.641, -16.690], [-15.420, -6.360, -18.799], [-14.511, -7.539, -17.938], [-14.465, -8.801, -20.085], [-14.256, -9.891, -19.693], [-13.638, -10.124, -18.544], [-13.755, -11.549, -18.176], [-14.748, -12.151, -19.208], [-14.574, -11.201, -20.384], [-14.157, -11.571, -17.170], [-12.756, -11.972, -18.239], [-15.736, -12.103, -18.752], [-14.509, -13.193, -19.402], [-15.462, -11.144, -21.018], [-13.739, -11.483, -21.036], [-16.591, -1.486, -19.997], [-17.156, -2.506, -20.281], [-16.633, -3.695, -19.942], [-17.497, -4.768, -20.267], [-18.601, -4.212, -21.175], [-18.477, -2.703, -20.991], [-17.960, -5.092, -19.326], [-16.921, -5.586, -20.686], [-19.596, -4.538, -20.893], [-18.430, -4.469, -22.218], [-19.266, -2.267, -20.386], [-18.416, -2.204, -21.955], [-12.410, -13.358, -22.532], [-12.094, -12.797, -23.511], [-11.020, -13.170, -24.226], [-10.947, -12.491, -25.518], [-12.090, -11.465, -25.559], [-12.781, -11.625, -24.179], [-11.030, -13.235, -26.305], [-9.982, -11.990, -25.575], [-12.785, -11.704, -26.357], [-11.730, -10.447, -25.628], [-13.859, -11.751, -24.156], [-12.538, -10.726, -23.598], [-11.559, -8.749, -22.741], [-11.325, -7.848, -22.003], [-11.668, -7.972, -20.696], [-11.336, -6.792, -19.958], [-10.200, -6.134, -20.755], [-10.493, -6.591, -22.220], [-11.093, -7.012, -18.922], [-12.122, -6.033, -19.899], [-9.208, -6.452, -20.431], [-10.257, -5.047, -20.705], [-9.578, -6.687, -22.783], [-11.201, -5.886, -22.674], [-17.789, -9.610, -25.827], [-17.486, -10.323, -26.712], [-17.194, -11.624, -26.514], [-16.792, -12.242, -27.735], [-16.361, -11.107, -28.646], [-17.289, -9.976, -28.164], [-17.587, -12.837, -28.172], [-15.943, -12.879, -27.493], [-16.490, -11.325, -29.702], [-15.325, -10.794, -28.516], [-18.222, -10.027, -28.728], [-16.892, -8.970, -28.232], [-15.719, -8.375, -23.168], [-16.283, -7.922, -21.955], [-16.328, -7.910, -23.960], [-14.698, -8.024, -23.334], [-15.842, -9.450, -23.342], [-15.708, -8.050, -21.165], [-19.550, -9.953, -16.998], [-19.469, -9.214, -18.153], [-18.172, -9.254, -18.574], [-17.407, -9.901, -17.559], [-18.297, -10.328, -16.592], [-20.370, -10.081, -16.444], [-20.352, -8.811, -18.611], [-17.786, -8.802, -19.474], [-16.344, -10.074, -17.565], [-18.166, -10.842, -15.659], [-19.019, -7.653, -22.264], [-19.803, -7.383, -21.182], [-21.080, -7.549, -21.516], [-21.105, -7.986, -22.877], [-19.820, -8.074, -23.276], [-17.994, -7.675, -22.253], [-19.380, -7.068, -20.241], [-21.938, -7.390, -20.888], [-21.963, -8.071, -23.519], [-19.380, -8.265, -24.245], [-18.537, -11.954, -20.714], [-18.219, -13.136, -21.331], [-17.989, -12.859, -22.644], [-18.079, -11.447, -22.812], [-18.475, -10.941, -21.601], [-18.867, -11.845, -19.776], [-18.087, -14.066, -20.814], [-17.764, -13.599, -23.395], [-17.921, -10.871, -23.708], [-18.810, -9.960, -21.321], [-13.462, -3.137, -21.765], [-13.162, -3.410, -23.087], [-13.283, -4.775, -23.272], [-13.774, -5.305, -22.025], [-13.819, -4.298, -21.101], [-13.434, -2.234, -21.339], [-12.843, -2.626, -23.754], [-13.130, -5.402, -24.126], [-13.978, -6.344, -21.809], [-14.055, -4.360, -20.055]], "lowdin_charge": [0.1641, -0.4865, 0.0122, -0.1771, -0.1339, -0.0685, 0.1023, 0.1240, 0.0836, 0.0842, 0.1064, 0.1356, 0.1800, -0.5513, 0.0406, -0.1279, -0.1474, -0.0639, 0.1051, 0.1238, 0.0983, 0.0910, 0.1275, 0.1242, 0.1018, -0.4502, 0.0433, -0.1532, -0.1503, -0.0771, 0.1237, 0.1277, 0.1175, 0.0912, 0.1090, 0.1190, 0.1076, -0.5116, 0.0287, -0.0978, -0.1317, -0.0427, 0.1154, 0.1256, 0.0958, 0.1188, 0.1177, 0.1257, 0.1157, -0.4843, 0.0117, -0.1529, -0.1363, -0.0564, 0.1195, 0.1056, 0.1111, 0.0490, 0.1297, 0.1082, 0.1352, -0.5215, 0.0293, -0.1114, -0.1230, -0.0591, 0.1198, 0.1232, 0.1051, 0.0845, 0.1214, 0.0972, 0.1063, -0.4728, 0.0211, -0.1519, -0.1201, -0.0546, 0.1281, 0.0905, 0.1109, 0.1137, 0.1164, 0.0962, 0.1234, -0.5030, 0.0310, -0.1556, -0.1421, -0.0638, 0.1274, 0.1247, 0.1146, 0.1087, 0.1327, 0.1225, -0.1207, -0.1795, 0.0627, 0.0744, 0.0754, 0.0534, 0.0136, -0.1233, -0.1212, -0.1140, -0.1206, 0.1412, 0.1040, 0.0837, 0.0833, 0.1075, 0.0378, -0.2004, -0.1118, -0.0949, -0.1480, 0.0905, 0.1001, 0.0915, 0.0903, 0.1028, 0.0203, -0.1457, -0.1080, -0.0900, -0.1460, 0.1314, 0.1010, 0.0898, 0.0644, 0.0850, 0.0412, -0.1095, -0.1020, -0.1138, -0.1135, 0.1444, 0.1093, 0.0600, 0.0851, 0.0933]}

{"formula": "C7H10NOP", "method": "ωB97M-V/def2-TZVPD", "smiles": "[H]/P=[N+](\\[O-])[C@@H]1C=C(C)C=CC1", "homo_energy_ev": -8.7, "spin_multiplicity": 1, "lumo_ev": -0.99, "e_above_lowest_kcal_mol": 150.9, "elements": ["C", "C", "C", "C", "C", "C", "C", "N", "O", "P", "H", "H", "H", "H", "H", "H", "H", "H", "H", "H"], "positions_angstrom": [[0.751, 0.709, 0.953], [-0.028, 1.772, 0.760], [-0.342, -0.582, -0.773], [0.673, -0.457, 0.091], [-1.035, 1.826, -0.335], [-1.438, 0.438, -0.839], [1.789, -1.447, 0.189], [-2.543, -0.047, -0.047], [-3.656, 1.103, 0.284], [-2.827, -1.491, 0.534], [1.491, 0.696, 1.739], [0.064, 2.654, 1.376], [-0.428, -1.436, -1.430], [-1.961, 2.291, 0.022], [-0.649, 2.438, -1.155], [-1.821, 0.533, -1.865], [1.629, -2.294, -0.472], [1.885, -1.807, 1.212], [2.727, -0.963, -0.083], [-4.049, -1.111, 1.101]], "lowdin_charge": [-0.0630, -0.0617, -0.0871, -0.2986, -0.1393, -0.3630, -0.0501, -0.4594, -0.3021, 0.9823, 0.1072, 0.1074, 0.1029, 0.0980, 0.1293, 0.1560, 0.0766, 0.0830, 0.0872, -0.1056]}

{"formula": "C6H8N", "method": "ωB97M-V/def2-TZVPD", "smiles": "C=CC1=[N+]=C1CC", "homo_energy_ev": -15.9, "spin_multiplicity": 1, "total_charge": 1, "lumo_ev": -5.61, "e_above_lowest_kcal_mol": 113.2, "elements": ["C", "C", "C", "C", "C", "C", "N", "H", "H", "H", "H", "H", "H", "H", "H"], "positions_angstrom": [[0.185, 0.586, 0.779], [-0.869, 0.025, -0.098], [1.483, 2.131, 2.182], [1.508, 1.048, 1.411], [-0.609, -2.056, -1.473], [-1.278, -0.707, -1.286], [-1.101, 1.028, 0.675], [2.318, 2.654, 2.601], [0.548, 2.551, 2.469], [2.346, 0.488, 1.018], [-0.908, -2.713, -0.691], [0.520, -1.918, -1.544], [-1.068, -2.416, -2.507], [-2.337, -0.667, -1.621], [-0.738, -0.033, -1.914]], "lowdin_charge": [0.0604, -0.0712, 0.1322, -0.0471, -0.0712, -0.1793, 0.2822, 0.0936, 0.0842, 0.1078, 0.0659, 0.1106, 0.1388, 0.1571, 0.1359]}

{"formula": "C2H7N4OS", "method": "ωB97M-V/def2-TZVPD", "homo_energy_ev": [-10.2, -13.5], "spin_multiplicity": 3, "total_charge": 1, "lumo_ev": [-3.02, -7.63], "e_above_lowest_kcal_mol": 35.9, "elements": ["C", "C", "N", "N", "N", "N", "O", "S", "H", "H", "H", "H", "H", "H", "H"], "positions_angstrom": [[1.804, -1.111, -0.339], [1.448, 0.869, 0.280], [2.420, 0.024, -0.176], [0.510, -1.047, -0.069], [-0.445, -2.025, 0.073], [0.247, 0.223, 0.182], [1.579, 2.079, 0.668], [-3.160, 1.055, -0.112], [2.278, -2.155, -0.379], [-4.468, 1.397, -0.080], [-1.184, -1.889, -0.491], [-0.002, -2.895, -0.132], [-0.714, 0.661, 0.249], [2.503, 2.329, 0.552], [-2.816, 2.484, -0.226]], "lowdin_charge": [-0.1643, -0.3878, 0.1953, -0.1023, 0.2733, 0.1690, 0.2359, 0.4232, 0.1662, -0.1953, 0.0809, 0.1277, 0.1113, 0.1657, -0.0987]}

Number 1 is which compound?
C3H6ClF